one) Below is C5H8N2 in the gas phase, with properties calculated with the ωB97M-V functional and the def2-TZVPD basis.

Summary:
HOMO-LUMO gap in Eh: 0.4001
SMILES: C[C@@]1(CC#N)CN1
E_HOMO in eV: -10.014

The geometry in XYZ format:
```
15
C5H8N2 | OMol25 | the ωB97M-V functional and the def2-TZVPD basis
C 0.600 -1.205 0.559
C 0.205 0.047 -0.193
C -1.278 0.158 -0.533
C -2.132 -0.048 0.641
N -2.773 -0.250 1.584
C 0.994 1.288 -0.018
N 1.048 0.537 -1.275
H 0.507 -2.090 -0.083
H 1.634 -1.139 0.916
H -0.048 -1.353 1.430
H -1.542 -0.592 -1.288
H -1.488 1.139 -0.970
H 1.855 1.254 0.647
H 0.511 2.261 -0.083
H 1.906 -0.007 -1.334
```


two) Below is a molecular structure, C5H8N2, with properties calculated with the ωB97M-V functional and the def2-TZVPD basis.

Summary:
HOMO-LUMO gap in Eh: 0.3083
E_HOMO in eV: -7.645

The geometry in XYZ format:
```
15
C5H8N2 | OMol25 | the ωB97M-V functional and the def2-TZVPD basis
C -0.549 1.898 -1.748
N -0.337 0.845 -0.782
C 0.278 1.131 0.307
C 0.587 0.082 1.258
C 0.281 -1.138 0.776
N 0.324 -2.505 1.218
C -0.169 -1.695 -0.400
H -0.168 2.880 -1.422
H -0.055 1.636 -2.692
H -1.620 1.997 -1.964
H 0.612 2.156 0.528
H 1.072 0.267 2.209
H -0.230 -2.727 2.036
H 1.218 -2.974 1.188
H -1.244 -1.853 -0.512
```


three) Below is C5H8N2 in the gas phase, with properties calculated with the ωB97M-V functional and the def2-TZVPD basis.

Summary:
HOMO-LUMO gap in Eh: 0.3766
SMILES: C=C(C#N)[C@H](C)N
E_HOMO in eV: -10.087

The geometry in XYZ format:
```
15
C5H8N2 | OMol25 | the ωB97M-V functional and the def2-TZVPD basis
C 1.791 -0.261 0.065
C 0.816 1.829 -0.155
C 0.587 0.497 -0.141
C -1.417 -0.065 0.783
C -0.593 -0.212 -0.494
N 2.705 -0.965 0.164
N -0.226 -1.776 -0.744
H 0.023 2.513 -0.091
H 1.778 2.230 0.016
H -1.010 -0.443 1.676
H -1.885 0.933 0.719
H -2.358 -0.799 0.747
H -1.002 0.146 -1.487
H 0.654 -1.606 -1.240
H 0.135 -2.020 0.181
```


Each structure's energy above the most stable one, in kJ/mol: one) 0.0; two) 329.0; three) 127.9.